Entry 1:
Density functional theory data (wB97M-V/def2-TZVPD) for an isolated ion of composition C3H6N3O and charge +1 at a distorted geometry.

ORCA input file:
```
! RIJCOSX wB97M-V def2-TZVPD def2/J DEFGRID3
* xyz 1 1
C 2.283 -0.419 -0.098
N 1.635 0.622 0.084
C 0.571 1.298 -0.165
C -0.737 0.722 -0.019
O -1.773 1.584 -0.027
N -0.695 -0.578 -0.096
N -1.666 -1.459 -0.160
H 2.096 -0.975 -1.039
H 3.072 -0.798 0.618
H 0.713 2.199 -0.656
H -1.437 2.550 0.020
H -1.419 -2.320 -0.439
H -2.613 -1.210 0.009
*
```

SMILES: C=N/C=C(/O)N=[NH2+]
Energy relative to the best compared isomer or geometry (same formula, charge and spin) (kJ/mol): 264.19
HOMO (alpha / beta) (eV): -13.19 / -13.19

Entry 2:
Density functional theory data (wB97M-V/def2-TZVPD) for C40H110Cu2N10O14S as an isolated structure at a distorted geometry.

ORCA input file:
```
! RIJCOSX wB97M-V def2-TZVPD def2/J DEFGRID3
* xyz 0 1
Cu -1.884 1.898 1.591
Cu 0.428 -2.580 -1.247
S -0.099 0.009 -0.303
O 0.706 -1.051 0.341
O -0.234 -0.295 -1.742
O -1.488 0.008 0.282
O 0.463 1.321 -0.001
C 3.560 1.701 -4.048
C 2.941 0.906 -2.913
C 3.689 -0.375 -2.558
O 3.928 -1.158 -3.712
C 4.536 -2.412 -3.368
N 2.820 1.748 -1.721
H 2.809 2.415 -4.407
H 3.763 1.066 -4.913
H 4.430 2.281 -3.743
H 1.964 0.539 -3.270
H 3.124 -0.883 -1.748
H 4.661 -0.129 -2.097
H 3.748 -3.020 -2.909
H 5.360 -2.347 -2.648
H 4.926 -2.834 -4.290
H 2.255 2.561 -1.954
H 2.252 1.176 -1.103
C -3.882 -4.093 1.036
C -3.323 -3.342 -0.184
C -4.290 -2.289 -0.665
O -5.431 -2.951 -1.155
C -6.347 -2.033 -1.682
N -1.972 -2.796 0.089
H -4.722 -4.704 0.680
H -4.179 -3.511 1.914
H -3.219 -4.896 1.386
H -3.197 -4.200 -0.860
H -3.783 -1.741 -1.469
H -4.531 -1.624 0.174
H -6.794 -1.451 -0.865
H -7.142 -2.602 -2.166
H -5.992 -1.327 -2.440
H -1.957 -1.785 -0.008
H -1.650 -3.020 1.021
C -4.630 1.415 -2.354
C -4.369 2.260 -1.110
C -5.388 1.917 -0.035
O -6.702 2.292 -0.376
C -7.013 3.629 -0.077
N -2.998 2.147 -0.588
H -4.472 0.344 -2.227
H -3.957 1.710 -3.165
H -5.665 1.579 -2.668
H -4.538 3.326 -1.314
H -5.099 2.323 0.943
H -5.485 0.835 0.107
H -7.694 3.741 0.765
H -7.528 4.065 -0.952
H -6.137 4.291 -0.062
H -2.422 2.473 -1.364
H -2.713 1.163 -0.530
C 1.024 5.498 1.318
C -0.113 4.747 1.988
C -1.379 4.827 1.175
O -2.448 4.102 1.771
C -2.962 4.574 2.990
N 0.259 3.338 2.076
H 1.185 5.118 0.303
H 1.994 5.430 1.811
H 0.829 6.572 1.180
H -0.314 5.112 2.997
H -1.270 4.427 0.165
H -1.733 5.860 1.034
H -3.963 4.192 3.150
H -2.936 5.678 3.012
H -2.309 4.338 3.846
H 1.163 3.267 2.526
H 0.284 2.912 1.150
C 2.252 0.832 4.860
C 1.922 -0.287 3.881
C 1.457 -1.541 4.572
O 2.420 -2.048 5.475
C 2.123 -3.343 5.907
N 0.869 0.126 2.957
H 2.993 0.386 5.534
H 1.391 1.191 5.421
H 2.784 1.652 4.371
H 2.830 -0.521 3.305
H 1.296 -2.290 3.770
H 0.462 -1.422 5.031
H 2.220 -3.434 6.994
H 2.853 -4.037 5.476
H 1.112 -3.698 5.690
H 1.084 1.053 2.582
H 0.973 -0.357 2.058
C 3.803 -3.688 1.060
C 2.756 -3.844 -0.038
C 2.693 -5.193 -0.704
O 3.891 -5.421 -1.412
C 3.863 -6.623 -2.134
N 1.427 -3.651 0.600
H 3.772 -2.697 1.519
H 4.815 -3.901 0.698
H 3.679 -4.376 1.906
H 2.949 -3.091 -0.798
H 1.916 -5.010 -1.478
H 2.335 -6.076 -0.166
H 2.959 -6.660 -2.762
H 3.983 -7.519 -1.519
H 4.685 -6.612 -2.855
H 1.344 -4.265 1.406
H 1.421 -2.720 1.004
C -1.060 5.069 -2.982
C -1.213 3.615 -3.365
C -0.815 3.398 -4.810
O -1.751 3.974 -5.691
C -1.496 3.582 -7.051
N -0.319 2.785 -2.574
H -1.490 5.302 -2.007
H -1.400 5.753 -3.757
H 0.020 5.268 -2.928
H -2.249 3.267 -3.250
H -0.672 2.322 -4.978
H 0.150 3.876 -5.045
H -2.404 3.889 -7.568
H -1.299 2.518 -7.174
H -0.662 4.206 -7.397
H -0.348 1.778 -2.427
H -0.158 3.118 -1.627
C 5.611 1.794 0.671
C 4.631 0.843 1.381
C 5.095 0.521 2.786
O 5.074 -0.879 3.001
C 5.146 -1.226 4.371
N 3.342 1.554 1.394
H 6.679 1.621 0.880
H 5.481 2.806 1.072
H 5.563 1.797 -0.415
H 4.700 -0.083 0.785
H 4.580 1.045 3.610
H 6.112 0.920 2.973
H 4.133 -1.255 4.769
H 5.797 -0.542 4.923
H 5.652 -2.189 4.366
H 2.588 0.973 1.759
H 3.047 1.771 0.437
C 0.048 -1.830 -5.543
C 0.487 -2.832 -4.454
C 1.501 -3.824 -4.973
O 0.800 -4.881 -5.552
C 1.650 -5.920 -5.969
N 1.066 -2.055 -3.311
H -0.688 -1.154 -5.098
H -0.439 -2.288 -6.408
H 0.906 -1.260 -5.916
H -0.440 -3.307 -4.120
H 2.166 -4.149 -4.162
H 2.094 -3.360 -5.772
H 2.616 -5.564 -6.351
H 1.128 -6.579 -6.648
H 1.958 -6.472 -5.062
H 0.474 -1.246 -3.147
H 1.962 -1.694 -3.652
C -4.442 0.792 3.989
C -3.011 0.863 4.515
C -2.735 -0.033 5.705
O -3.545 0.221 6.851
C -3.267 1.436 7.487
N -2.009 0.653 3.443
H -4.497 1.288 3.023
H -5.080 1.249 4.745
H -4.752 -0.255 3.917
H -2.846 1.910 4.805
H -1.676 -0.019 6.030
H -2.859 -1.097 5.456
H -2.315 1.374 8.046
H -4.001 1.595 8.276
H -3.201 2.307 6.835
H -1.041 0.635 3.773
H -2.154 -0.298 3.085
*
```

Energy relative to the best compared isomer or geometry (same formula, charge and spin) (kJ/mol): 0.00
HOMO (eV): -7.78

Entry 3:
Density functional theory data (wB97M-V/def2-TZVPD) for C25H32GaN6O as an isolated structure.

ORCA input file:
```
! RIJCOSX wB97M-V def2-TZVPD def2/J DEFGRID3
* xyz 3 1
Ga 0.194 -0.585 0.357
C 1.950 -2.327 1.982
C 0.950 -3.429 1.662
C 0.487 -3.516 0.233
C 0.443 -4.748 -0.397
C -0.016 -4.854 -1.700
C -0.424 -3.705 -2.363
C -0.357 -2.505 -1.698
N 0.084 -2.401 -0.423
N 1.310 -0.979 2.105
C 0.454 -0.903 3.314
C -0.908 -0.331 3.006
C -1.789 -0.001 4.019
C -3.062 0.433 3.689
C -3.423 0.526 2.348
C -2.493 0.204 1.389
N -1.250 -0.213 1.714
C 2.360 0.071 2.140
C 2.890 0.311 0.751
C 4.174 0.737 0.487
C 4.540 0.981 -0.832
C 3.610 0.786 -1.846
C 2.344 0.355 -1.510
N 1.995 0.125 -0.234
H 2.713 -2.269 1.204
H 2.455 -2.551 2.924
H 0.071 -3.365 2.312
H 1.422 -4.378 1.913
H 0.770 -5.628 0.140
H -0.054 -5.818 -2.189
H -0.789 -3.738 -3.380
H -0.664 -1.582 -2.165
H 0.944 -0.319 4.094
H 0.316 -1.902 3.727
H -1.483 -0.096 5.053
H -3.769 0.691 4.467
H -4.412 0.845 2.054
H -2.719 0.260 0.334
H 3.159 -0.208 2.830
H 1.908 0.995 2.510
H 4.879 0.877 1.296
H 5.543 1.314 -1.065
H 3.865 0.957 -2.882
H 1.582 0.182 -2.258
C -2.178 0.306 -3.235
N -1.867 1.563 -2.553
C -2.330 2.799 -3.208
C -2.352 3.942 -2.222
C -1.022 4.008 -1.509
N -0.718 2.705 -0.883
C 0.155 2.751 0.277
C -1.086 1.559 -1.474
O -0.727 0.395 -1.019
H -2.944 0.507 -3.977
H -2.567 -0.433 -2.537
H -1.302 -0.091 -3.752
H -3.329 2.609 -3.597
H -1.677 3.017 -4.057
H -3.157 3.804 -1.497
H -2.539 4.877 -2.747
H -1.045 4.752 -0.715
H -0.215 4.277 -2.196
H -0.078 3.651 0.843
H 1.211 2.786 0.000
H -0.032 1.912 0.947
*
```

HOMO (eV): -17.57

Entry 4:
Density functional theory data (wB97M-V/def2-TZVPD) for a 2-piece molecular cluster, C9H11O3 overall at a distorted geometry.

ORCA input file:
```
! RIJCOSX wB97M-V def2-TZVPD def2/J DEFGRID3
* xyz -1 1
C 3.150 -1.593 0.089
C 4.717 -1.078 -0.151
O 5.443 -1.209 0.813
O 4.719 -0.425 -1.188
H 3.204 -2.214 1.090
H 2.942 -2.304 -0.642
H 2.556 -0.672 -0.101
C -2.396 2.600 1.206
C -1.126 -0.903 -0.867
C -2.494 -0.610 -0.815
C -0.168 -0.162 -0.103
C -2.790 0.539 -0.102
C -0.533 1.006 0.524
C -1.856 1.441 0.534
O -0.678 -1.987 -1.537
H -3.159 -1.101 -1.435
H -1.154 -2.144 -2.408
H 0.813 -0.756 0.043
H -3.758 0.839 -0.274
H 0.269 1.591 1.108
H -1.936 3.586 0.968
H -2.323 2.550 2.359
H -3.440 3.006 0.888
*
```

Energy relative to the best compared isomer or geometry (same formula, charge and spin) (kJ/mol): 295.97
HOMO (eV): -3.34

Entry 5:
Density functional theory data (wB97M-V/def2-TZVPD) for one molecule with the formula C17H30O3 at a distorted geometry.

ORCA input file:
```
! RIJCOSX wB97M-V def2-TZVPD def2/J DEFGRID3
* xyz 0 1
C 2.950 1.068 5.803
C 2.418 0.656 4.403
C 1.074 -0.048 4.550
C 0.368 -0.318 3.212
C -0.086 1.003 2.577
C -0.955 0.756 1.381
C -0.398 0.618 0.150
C -1.195 0.263 -1.062
C -1.490 1.586 -1.835
C -0.319 2.212 -2.599
C -0.359 3.214 -3.516
C -1.576 4.068 -3.819
O -1.539 4.248 -5.268
O -0.410 -0.671 -1.848
C -1.073 -1.758 -2.498
C -0.056 -2.677 -3.198
C 0.904 -3.354 -2.172
C 0.057 -4.119 -1.117
C -0.985 -3.175 -0.544
O -1.801 -2.549 -1.550
H 3.956 1.490 5.666
H 3.031 0.192 6.454
H 2.282 1.794 6.286
H 3.124 0.002 3.886
H 2.324 1.561 3.820
H 1.271 -1.006 5.013
H 0.390 0.569 5.174
H 0.985 -0.883 2.525
H -0.495 -0.912 3.460
H 0.818 1.553 2.216
H -0.591 1.685 3.281
H -1.998 0.625 1.504
H 0.669 0.686 0.057
H -2.167 -0.147 -0.781
H -1.879 2.354 -1.174
H -2.274 1.286 -2.553
H 0.635 1.705 -2.438
H 0.584 3.467 -3.974
H -2.510 3.577 -3.508
H -1.462 5.030 -3.340
H -1.657 3.381 -5.702
H -1.767 -1.352 -3.283
H 0.554 -2.092 -3.895
H -0.630 -3.407 -3.761
H 1.662 -3.973 -2.646
H 1.518 -2.586 -1.694
H -0.431 -4.995 -1.511
H 0.652 -4.487 -0.282
H -0.486 -2.383 0.052
H -1.636 -3.756 0.099
*
```

SMILES: CCCCC/C=C/[C@@H](C/C=C\CO)O[C@H]1CCCCO1
Energy relative to the best compared isomer or geometry (same formula, charge and spin) (kJ/mol): 0.00
HOMO (eV): -9.14

Entry 6:
Density functional theory data (wB97M-V/def2-TZVPD) for a 3-piece molecular cluster, C34H54BClF18N4O8P overall at a distorted geometry.

ORCA input file:
```
! RIJCOSX wB97M-V def2-TZVPD def2/J DEFGRID3
* xyz 1 1
C -2.223 -0.897 5.420
C -1.045 -0.274 4.681
O -1.494 0.871 3.936
C -0.460 1.514 3.225
C -1.095 1.973 1.914
N -1.941 0.863 1.334
C -3.250 1.476 0.875
C -4.263 0.680 0.077
C -5.406 1.658 -0.293
C -6.450 1.809 0.809
C -7.278 3.095 0.695
C -7.801 3.589 2.055
C -8.355 2.516 2.982
C -8.802 3.144 4.307
O -7.723 3.719 5.011
C -6.895 2.782 5.661
C -1.186 0.000 0.378
Cl 0.269 -0.696 1.297
P -2.099 -1.537 -0.309
C -0.825 -2.833 -0.498
C -3.138 -2.208 1.070
C -4.485 -2.721 0.491
C -0.564 0.842 -0.721
B -1.466 1.065 -2.056
N -2.271 2.187 -2.331
O -1.399 0.046 -2.998
O 0.174 1.961 -0.217
C -0.242 2.753 0.899
C 1.115 3.215 1.459
C 1.172 4.551 2.184
C 0.286 4.863 3.364
N 2.003 5.453 1.853
N -0.980 3.897 0.279
C -1.714 4.854 1.006
O -1.460 5.994 1.081
F -2.804 4.351 1.574
C -0.417 4.477 -0.880
O 0.710 4.573 -1.193
F -1.406 4.955 -1.626
H -3.093 -0.249 5.433
H -1.919 -1.146 6.433
H -2.481 -1.849 4.958
H -0.286 0.052 5.394
H -0.589 -1.005 4.013
H -0.148 2.411 3.758
H 0.437 0.914 3.126
H -1.840 2.676 2.283
H -2.178 0.269 2.139
H -3.047 2.414 0.375
H -3.748 1.764 1.802
H -4.715 -0.072 0.719
H -3.883 0.243 -0.838
H -5.843 1.328 -1.235
H -4.978 2.644 -0.506
H -5.938 1.826 1.776
H -7.105 0.938 0.795
H -6.662 3.878 0.255
H -8.132 2.899 0.046
H -8.616 4.290 1.864
H -7.011 4.153 2.551
H -9.200 2.017 2.504
H -7.614 1.758 3.237
H -9.514 3.941 4.104
H -9.286 2.370 4.912
H -6.396 3.279 6.489
H -7.472 1.943 6.055
H -6.126 2.402 4.979
H -1.273 -3.576 -1.158
H 0.071 -2.444 -0.964
H -0.624 -3.301 0.461
H -3.358 -1.456 1.826
H -2.625 -3.051 1.528
H -5.333 -2.185 0.907
H -4.519 -2.557 -0.586
H -4.604 -3.787 0.654
H 0.204 0.178 -1.121
H -2.498 2.831 -1.590
H -3.062 2.028 -2.938
H -1.050 0.396 -3.828
H 1.771 3.317 0.598
H 1.579 2.408 2.027
H -0.665 4.330 3.355
H 0.815 4.577 4.275
H 0.110 5.932 3.411
H 2.584 5.172 1.062
C 3.877 -3.196 -2.497
C 5.228 -2.564 -2.870
C 6.493 -3.149 -2.238
F 6.484 -3.021 -0.897
F 7.563 -2.467 -2.717
F 5.179 -1.231 -2.665
F 5.374 -2.767 -4.211
O 3.088 -2.541 -1.513
C 3.228 -2.781 -0.174
C 3.680 -1.524 0.580
F 4.858 -1.091 0.102
F 3.830 -1.814 1.892
F 4.027 -3.828 0.071
F 1.990 -3.112 0.284
H 3.279 -3.111 -3.402
H 3.973 -4.263 -2.294
H 6.604 -4.205 -2.500
H 2.940 -0.728 0.473
C 8.553 -4.040 -5.422
C 8.441 -5.541 -5.115
C 9.548 -6.197 -4.285
F 10.735 -6.133 -4.911
F 9.235 -7.502 -4.108
F 8.249 -6.233 -6.253
F 7.300 -5.678 -4.360
O 9.039 -3.651 -6.692
C 10.376 -3.500 -6.953
C 10.860 -4.484 -8.023
F 10.647 -5.754 -7.631
F 12.186 -4.307 -8.205
F 11.120 -3.572 -5.835
F 10.544 -2.262 -7.465
H 7.524 -3.685 -5.425
H 9.051 -3.503 -4.615
H 9.629 -5.721 -3.303
H 10.333 -4.304 -8.962
*
```

Energy relative to the best compared isomer or geometry (same formula, charge and spin) (kJ/mol): 0.00
HOMO (eV): -11.66

no.,total energy (eV)
1,-9715.9920
2,-186941.5968
3,-89788.4304
4,-15653.2328
5,-24256.1320
6,-129871.0563